This record from OMol25 describes a molecular structure, C12H10BrCl3GaO2 at a distorted geometry. The level of theory is ωB97M-V/def2-TZVPD.

Calculated values
- Highest occupied orbital energy: -3.6 eV
- Electronic energy: -176688.0630 eV
- Maximum force: 2.87 eV/A
- E_LUMO: 2.51 eV
- HOMO-LUMO gap: 6.100 eV

ORCA input file:
```
! RIJCOSX wB97M-V def2-TZVPD def2/J DEFGRID3
* xyz -1 1
C 2.20 0.44 -0.88
C 2.27 -0.53 0.13
C 1.54 -1.70 -0.32
H 2.90 -0.48 1.02
C 1.07 -1.40 -1.66
C 1.47 -0.09 -1.97
H 1.25 0.42 -2.90
H 2.70 1.40 -0.85
H 1.64 -2.72 0.09
H 0.65 -2.13 -2.35
Ga -0.39 -0.98 0.62
Br 0.05 -1.03 2.79
C -1.91 1.30 0.59
C -1.57 1.66 -0.75
C -0.32 2.32 -0.73
H -2.18 1.51 -1.63
C 0.13 2.38 0.61
C -0.85 1.77 1.44
H -0.89 1.82 2.52
H -2.87 0.93 0.93
H 0.16 2.73 -1.60
H 1.05 2.82 0.97
Cl -4.27 -3.39 0.24
C -3.21 -2.98 -1.12
Cl -2.61 -4.31 -2.09
Cl -3.92 -1.69 -2.12
C -1.90 -2.45 -0.47
O -1.14 -3.11 0.28
O -1.65 -1.21 -0.82
*
```

Atom charges from the Mulliken analysis, given in e for atoms 1 to 8: number 1, C, carries -0.38; number 2, C, carries -1.07; number 3, C, carries 0.08; number 4, H, carries 0.41; number 5, C, carries -0.83; number 6, C, carries -0.58; number 7, H, carries 0.42; number 8, H, carries 0.49